{
  "formula": "C90H198N12O6",
  "method": "ωB97M-V with the def2-TZVPD basis set",
  "species": ["C", "C", "N", "C", "C", "C", "C", "H", "H", "H", "H", "H", "H", "H", "H", "H", "H", "H", "H", "H", "H", "H", "C", "C", "N", "C", "C", "C", "C", "H", "H", "H", "H", "H", "H", "H", "H", "H", "H", "H", "H", "H", "H", "H", "C", "C", "N", "C", "C", "C", "C", "H", "H", "H", "H", "H", "H", "H", "H", "H", "H", "H", "H", "H", "H", "H", "C", "C", "N", "C", "C", "C", "C", "H", "H", "H", "H", "H", "H", "H", "H", "H", "H", "H", "H", "H", "H", "H", "C", "C", "N", "C", "C", "C", "C", "H", "H", "H", "H", "H", "H", "H", "H", "H", "H", "H", "H", "H", "H", "H", "C", "C", "N", "C", "C", "C", "C", "H", "H", "H", "H", "H", "H", "H", "H", "H", "H", "H", "H", "H", "H", "H", "C", "C", "C", "C", "C", "C", "N", "O", "C", "C", "C", "H", "H", "H", "H", "H", "H", "H", "H", "H", "H", "H", "H", "H", "H", "H", "H", "H", "H", "C", "C", "C", "C", "C", "C", "N", "O", "C", "C", "C", "H", "H", "H", "H", "H", "H", "H", "H", "H", "H", "H", "H", "H", "H", "H", "H", "H", "H", "C", "C", "C", "C", "C", "C", "N", "O", "C", "C", "C", "H", "H", "H", "H", "H", "H", "H", "H", "H", "H", "H", "H", "H", "H", "H", "H", "H", "H", "C", "C", "C", "C", "C", "C", "N", "O", "C", "C", "C", "H", "H", "H", "H", "H", "H", "H", "H", "H", "H", "H", "H", "H", "H", "H", "H", "H", "H", "C", "C", "C", "C", "C", "C", "N", "O", "C", "C", "C", "H", "H", "H", "H", "H", "H", "H", "H", "H", "H", "H", "H", "H", "H", "H", "H", "H", "H", "C", "C", "C", "C", "C", "C", "N", "O", "C", "C", "C", "H", "H", "H", "H", "H", "H", "H", "H", "H", "H", "H", "H", "H", "H", "H", "H", "H", "H"],
  "positions_angstrom": [[12.7242, 29.5505, 13.1430], [12.9088, 28.9699, 14.5381], [12.3517, 27.6225, 14.7314], [10.9607, 27.4560, 14.3477], [10.0154, 28.3521, 15.1060], [12.6557, 27.1420, 16.0655], [14.1018, 26.7800, 16.3010], [11.7151, 29.8018, 12.8305], [13.1057, 28.8709, 12.3418], [13.3460, 30.4788, 13.1369], [13.9246, 28.8915, 14.8832], [12.4175, 29.7067, 15.2315], [10.8594, 27.6960, 13.2915], [10.7256, 26.3679, 14.3729], [10.1518, 28.2224, 16.2079], [10.1852, 29.4148, 14.8589], [8.9837, 28.0650, 14.9835], [11.9932, 26.2722, 16.2385], [12.4314, 27.8990, 16.8623], [14.1452, 26.1527, 17.1614], [14.6268, 27.7131, 16.4734], [14.5867, 26.2153, 15.4975], [13.1869, 17.7770, 12.6571], [12.2129, 16.7076, 12.2823], [12.3104, 16.1976, 10.9094], [12.5509, 17.1995, 9.8710], [11.4948, 18.2161, 9.5791], [11.2213, 15.2781, 10.6094], [11.2524, 14.5236, 9.2866], [14.2159, 17.4136, 12.5276], [13.0076, 18.0880, 13.6849], [13.0586, 18.6775, 12.0545], [12.2510, 15.8697, 12.9706], [11.2283, 17.1617, 12.4728], [13.4845, 17.7112, 10.1051], [12.8874, 16.6708, 8.9845], [11.2230, 18.6742, 10.5567], [11.9557, 18.9481, 8.9172], [10.6087, 17.7519, 9.1011], [10.2667, 15.8308, 10.6362], [11.2455, 14.5264, 11.3772], [11.2313, 15.1109, 8.4028], [10.4315, 13.8266, 9.2491], [12.1676, 13.9723, 9.2727], [19.4323, 24.4414, 20.1168], [18.6631, 25.1665, 19.0218], [18.5043, 26.6415, 19.2769], [17.1982, 27.1017, 18.8874], [16.2016, 26.7888, 20.0157], [19.6037, 27.3415, 18.6868], [19.4868, 28.7920, 18.9524], [19.4254, 23.3764, 19.8736], [19.0280, 24.4734, 21.1119], [20.4562, 24.8494, 20.1972], [19.1276, 24.9988, 18.0271], [17.6392, 24.7369, 18.9390], [17.3478, 28.1422, 18.7829], [16.8552, 26.7575, 17.9076], [16.4987, 27.2431, 20.9790], [15.1602, 27.0417, 19.7824], [16.2356, 25.7109, 20.1375], [19.7610, 27.1593, 17.6155], [20.5296, 26.9735, 19.1088], [19.1652, 29.0019, 20.0006], [18.8465, 29.3775, 18.2695], [20.5149, 29.1714, 18.9058], [14.5051, 21.4440, 11.0627], [13.4999, 22.3952, 11.7467], [14.0090, 23.4385, 12.6205], [12.9031, 24.1307, 13.2013], [12.0800, 23.3127, 14.1984], [14.8859, 24.2859, 11.8440], [15.7528, 25.2461, 12.6574], [15.1699, 21.0758, 11.8582], [15.0383, 21.9776, 10.2671], [13.9309, 20.5719, 10.6878], [12.9365, 22.9526, 10.9806], [12.7624, 21.8281, 12.2997], [12.2148, 24.4190, 12.3816], [13.2333, 25.0656, 13.7084], [12.6685, 22.7967, 14.9457], [11.4003, 22.5655, 13.7136], [11.4204, 24.0346, 14.7206], [15.5739, 23.5280, 11.5006], [14.3994, 24.7567, 10.9902], [16.3504, 24.7093, 13.3703], [16.5272, 25.6952, 12.0139], [15.1824, 26.0434, 13.1770], [17.0782, 17.0588, 21.1429], [17.2025, 18.2500, 20.2167], [18.5498, 18.6814, 19.8359], [19.3441, 17.5539, 19.3103], [18.7076, 16.6962, 18.2524], [19.2712, 19.4225, 20.8544], [18.5647, 20.6675, 21.2732], [16.0010, 16.8123, 21.3616], [17.4832, 17.2306, 22.1378], [17.4242, 16.1010, 20.7335], [16.6558, 18.0210, 19.3099], [16.6680, 19.1020, 20.6407], [20.2642, 18.0510, 18.9519], [19.6598, 16.8181, 20.1244], [18.5119, 17.2516, 17.3475], [19.3838, 15.9311, 17.8412], [17.8655, 16.1013, 18.5852], [20.1984, 19.7622, 20.3530], [19.5869, 18.7721, 21.7021], [18.2216, 21.1414, 20.3557], [19.1662, 21.3024, 21.9477], [17.6293, 20.4825, 21.8826], [18.9181, 15.0591, 14.9187], [18.5512, 16.3595, 14.2480], [19.2498, 16.6273, 12.9987], [20.6524, 16.5995, 13.0045], [21.3336, 17.7010, 13.8088], [18.6497, 17.7008, 12.2303], [17.1906, 17.3550, 11.7652], [18.8717, 14.1974, 14.2549], [18.1831, 14.9234, 15.7243], [19.9426, 15.0670, 15.3427], [17.5261, 16.2972, 13.9609], [18.6318, 17.1912, 14.9714], [20.8969, 15.6101, 13.4118], [20.9461, 16.6106, 11.9114], [21.1028, 18.7352, 13.4584], [21.0040, 17.6250, 14.8507], [22.3892, 17.5762, 13.7450], [19.2155, 17.9256, 11.3138], [18.6930, 18.5990, 12.8895], [16.5322, 17.0337, 12.5576], [17.2075, 16.5565, 11.0461], [16.7755, 18.2166, 11.2857], [22.1622, 20.4742, 16.4476], [21.3971, 21.5230, 17.3168], [22.0556, 21.4608, 18.7059], [23.2965, 22.3170, 18.8406], [22.8947, 23.7321, 18.4786], [22.6178, 23.9170, 17.0195], [21.6244, 22.8374, 16.6882], [20.9505, 23.0468, 15.6032], [22.1134, 25.2534, 16.7184], [23.8274, 23.5045, 16.1734], [19.9344, 21.2075, 17.3812], [21.8116, 20.4484, 15.4083], [21.8479, 19.4895, 16.8398], [23.2695, 20.4899, 16.4099], [21.2796, 21.8598, 19.4118], [22.2643, 20.3947, 18.9423], [24.0876, 21.9367, 18.1851], [23.6477, 22.3029, 19.8797], [23.6991, 24.4671, 18.6705], [21.9714, 24.0193, 19.0290], [22.7144, 25.9799, 17.3348], [22.1635, 25.5305, 15.6862], [21.0637, 25.3356, 17.0293], [24.2507, 22.4916, 16.2975], [23.6165, 23.5746, 15.1238], [24.6073, 24.2488, 16.4214], [19.4769, 21.9313, 18.1140], [19.7615, 20.2528, 17.8451], [19.3584, 21.3537, 16.4924], [9.7285, 21.2019, 20.6370], [10.4560, 20.0317, 21.2203], [10.7807, 19.1705, 20.0078], [11.8963, 18.1792, 20.2484], [13.1303, 18.9399, 20.4548], [12.9794, 19.7921, 21.7288], [11.7582, 20.5225, 21.7323], [11.6336, 21.4134, 22.6761], [13.0394, 18.9372, 23.0123], [14.1327, 20.7732, 21.8968], [9.7363, 19.3163, 22.3015], [8.7082, 20.9699, 20.3171], [10.2420, 21.6473, 19.7917], [9.5525, 22.0743, 21.3321], [9.8803, 18.7467, 19.5793], [11.0753, 19.9150, 19.2984], [12.0375, 17.4336, 19.4550], [11.6691, 17.5223, 21.1108], [13.2164, 19.6370, 19.6174], [14.0957, 18.4415, 20.5350], [12.1453, 18.3974, 23.3336], [13.8657, 18.2660, 22.8965], [13.2348, 19.5878, 23.8557], [14.3307, 21.4485, 21.0558], [13.9895, 21.4348, 22.7586], [15.1132, 20.2719, 21.9718], [8.8378, 18.7613, 21.9487], [9.3234, 20.0659, 22.9998], [10.3821, 18.6422, 22.8642], [15.6196, 16.2355, 15.9126], [14.6454, 15.5876, 16.9169], [13.2983, 15.4739, 16.2787], [13.2208, 14.3277, 15.2843], [13.4734, 13.0210, 16.0107], [14.8587, 12.9888, 16.6845], [15.0817, 14.2803, 17.2526], [16.1576, 14.2734, 18.0933], [14.9127, 12.0173, 17.7889], [15.9164, 12.6989, 15.6286], [14.5928, 16.4511, 18.1783], [15.9540, 15.5552, 15.1141], [16.4929, 16.6384, 16.4529], [15.1481, 17.1549, 15.4687], [12.5393, 15.2937, 17.0791], [13.0867, 16.4123, 15.7798], [13.9446, 14.5204, 14.4659], [12.2696, 14.3580, 14.7474], [13.3788, 12.1404, 15.3612], [12.6858, 12.9182, 16.7480], [14.8519, 10.9562, 17.5710], [15.8631, 12.0924, 18.3022], [14.2317, 12.2702, 18.5911], [15.6677, 11.7354, 15.1766], [16.0759, 13.3745, 14.7922], [16.9071, 12.5658, 16.0675], [13.9825, 15.9977, 18.9447], [14.3229, 17.4611, 17.9377], [15.5619, 16.5407, 18.6966], [18.5619, 26.5916, 14.8173], [19.3357, 27.3824, 13.8380], [18.4619, 28.1833, 12.9339], [19.2001, 29.3280, 12.2710], [19.4582, 30.2725, 13.4301], [20.4265, 29.7181, 14.3857], [20.1696, 28.3257, 14.6030], [20.8755, 27.7531, 15.4580], [21.8329, 29.7514, 13.8232], [20.4166, 30.5260, 15.6607], [20.2918, 26.4844, 13.0771], [18.1263, 25.7110, 14.3114], [17.7424, 27.0715, 15.3654], [19.1041, 26.1730, 15.6648], [17.9328, 27.5010, 12.2554], [17.6971, 28.6373, 13.5943], [18.5806, 29.7213, 11.4597], [20.1380, 29.0390, 11.7947], [18.5478, 30.3947, 14.0343], [19.8612, 31.2678, 13.1359], [22.5360, 29.5290, 14.6049], [22.0860, 29.0216, 13.0274], [22.1951, 30.7500, 13.6099], [19.3874, 30.8196, 15.9677], [20.7760, 29.9588, 16.4996], [20.9466, 31.4594, 15.6101], [19.9539, 25.6327, 12.4914], [20.9390, 25.9921, 13.8374], [20.8977, 27.1126, 12.4576], [14.9033, 19.9997, 14.7487], [15.7977, 20.7613, 15.7761], [16.3074, 22.0643, 15.1462], [16.7291, 23.1240, 16.1916], [15.4538, 23.3403, 17.0041], [15.0505, 22.1226, 17.7515], [15.0396, 21.0364, 16.8870], [14.4464, 19.8567, 17.4037], [15.9683, 21.8236, 18.9653], [13.5517, 22.3564, 18.2615], [16.9400, 19.8361, 16.1641], [14.9605, 18.9141, 14.7394], [15.2055, 20.3133, 13.7324], [13.8709, 20.1379, 14.9046], [17.0350, 21.8638, 14.3607], [15.4695, 22.5484, 14.6184], [16.9429, 24.0963, 15.7368], [17.5947, 22.9794, 16.8381], [14.6408, 23.4674, 16.2691], [15.5543, 24.2835, 17.5793], [17.0220, 21.7379, 18.5877], [16.0356, 22.5419, 19.7826], [15.7987, 20.7894, 19.3170], [13.4897, 23.2820, 18.8106], [12.8264, 22.2566, 17.4738], [13.3881, 21.5155, 18.9645], [17.8577, 19.7608, 15.5991], [16.5448, 18.8358, 16.3202], [17.1884, 20.1288, 17.2040], [18.0047, 21.5208, 11.6243], [19.3172, 21.9752, 11.2216], [20.1253, 22.2785, 12.4556], [21.6132, 22.4108, 12.2818], [22.0690, 21.0922, 11.6548], [21.3577, 20.6660, 10.2645], [19.9678, 20.9274, 10.4610], [19.1439, 20.2796, 9.5986], [21.7517, 21.4963, 9.0704], [21.6993, 19.2822, 9.8972], [19.2091, 23.1755, 10.2798], [17.3667, 22.3273, 11.9681], [17.9286, 20.7822, 12.4097], [17.4185, 21.1193, 10.8343], [19.5787, 23.0804, 12.9532], [19.9461, 21.4022, 13.1378], [22.0634, 22.4494, 13.2702], [21.9363, 23.3503, 11.7761], [21.7659, 20.2728, 12.2669], [23.1268, 21.0513, 11.3453], [21.0771, 21.3829, 8.2027], [21.9113, 22.5549, 9.2136], [22.7461, 21.2225, 8.7223], [21.3496, 18.5506, 10.6409], [21.2912, 19.0000, 8.9289], [22.7837, 19.1871, 9.9174], [18.6006, 23.9728, 10.6987], [18.6187, 22.9474, 9.3695], [20.1766, 23.5839, 9.9062]],
  "forces_ev_per_angstrom": [[1.72, -0.05, -0.69], [-1.89, -0.03, 0.43], [0.68, 0.27, -0.30], [0.16, -0.34, -0.53], [-0.01, -0.03, 1.61], [-0.92, -0.26, 0.31], [0.10, 0.17, -0.72], [-0.23, 0.07, 0.48], [-0.05, 0.42, 0.66], [-0.57, -0.55, -0.33], [0.62, 0.29, -0.43], [0.28, -0.45, -0.12], [0.19, 0.05, -0.25], [-0.04, 0.68, 0.44], [0.17, 0.27, -0.68], [-0.28, -0.48, 0.09], [-0.46, 0.15, -0.54], [0.33, 0.29, 0.05], [-0.29, -0.36, -0.43], [0.23, -0.26, 0.93], [0.58, -0.12, 0.15], [-0.22, 0.21, -0.14], [0.88, 0.03, -0.13], [-1.22, 0.16, -0.58], [0.54, -0.03, -0.21], [1.39, -0.82, 0.24], [-0.66, -0.09, 0.51], [-0.53, 0.83, -0.42], [0.60, 0.02, 0.92], [-0.11, 0.29, 0.19], [0.15, -0.15, 0.13], [0.05, -0.03, -0.08], [0.26, -0.27, 0.04], [-0.40, -0.13, -0.15], [-0.01, 0.20, 0.44], [-0.44, -0.29, -0.39], [-0.18, 0.06, -0.82], [-0.39, 0.24, -0.02], [0.34, 0.48, 0.29], [-0.17, -0.18, 0.37], [-0.31, -0.27, 0.59], [-0.15, 0.82, -0.70], [-0.34, -0.24, 0.05], [0.68, -0.62, -0.23], [0.61, -0.06, -0.61], [-1.09, 0.70, 0.39], [0.24, -2.89, -0.25], [-0.23, 0.14, 0.87], [0.06, -0.10, -0.29], [-0.04, -0.20, -0.40], [0.83, 1.87, 0.85], [0.51, -0.04, -0.11], [-0.65, 0.51, 0.34], [-0.32, -0.43, -0.11], [-0.01, 0.02, 0.35], [0.60, 0.12, 0.12], [-0.56, 1.28, -0.11], [-0.08, -0.40, -0.17], [-0.07, -0.10, -0.60], [0.24, 0.15, -0.05], [-0.18, -0.28, 0.33], [-0.39, 0.00, -0.29], [0.23, -0.19, 0.49], [0.04, -0.29, -0.70], [0.37, -0.36, 0.20], [-0.26, 0.46, -0.24], [-0.72, 0.25, 0.94], [-0.40, 0.09, -0.64], [0.60, -0.44, 0.41], [-0.73, 0.66, 0.47], [-1.17, 0.20, -0.26], [1.18, -0.55, 0.90], [-0.32, 0.70, -0.38], [0.14, 0.08, -0.56], [0.03, -0.57, 0.15], [0.45, 0.54, -0.10], [-0.26, -0.36, -0.42], [0.00, -0.29, 0.14], [-0.07, 0.35, 0.13], [-0.04, -0.59, -0.40], [0.35, -0.09, 0.12], [0.63, 0.60, 0.35], [0.22, -0.46, -0.11], [0.51, 0.26, -0.86], [-0.28, 0.25, -0.21], [-0.04, -0.49, 0.68], [-0.54, 0.16, -0.05], [0.37, -0.35, -0.34], [-1.39, -0.90, 0.74], [-0.16, 0.22, -0.13], [-0.63, -1.01, -0.37], [1.02, -0.06, 1.26], [0.53, -0.40, -0.93], [1.13, -0.66, -0.28], [-1.58, 0.19, 1.41], [0.67, 0.57, -0.37], [0.45, -0.03, -0.01], [0.40, 0.39, 0.06], [0.00, 0.06, -0.36], [0.07, 0.00, 0.09], [-0.12, -0.52, -0.07], [-0.19, 0.99, -0.44], [-0.75, 0.49, -0.19], [0.35, 0.18, 0.62], [-0.44, 0.28, 0.00], [-0.11, -0.30, 0.30], [-0.18, 0.31, -0.15], [0.20, 0.56, 0.13], [-0.01, -0.09, -0.72], [0.87, -0.04, -0.62], [0.46, -0.05, 0.64], [0.73, 0.24, -0.63], [-1.76, -0.52, -0.58], [0.86, -0.32, -1.00], [-0.83, 0.59, -0.07], [-0.95, 0.00, 0.43], [1.31, 0.34, 0.51], [-0.16, 0.06, -0.21], [0.41, -0.22, 0.02], [-0.57, 0.06, -0.01], [-0.72, 0.02, 0.12], [0.04, 0.05, 0.01], [0.60, 0.23, -0.12], [0.15, -0.01, 1.16], [-0.03, -0.80, 0.12], [0.22, 0.11, -0.02], [0.97, -0.03, 0.17], [0.11, -0.15, 0.41], [-0.46, 0.12, -0.58], [-0.15, 0.16, 0.34], [0.21, -0.42, -0.39], [-0.40, 0.62, -0.29], [-0.74, -1.07, -0.35], [2.55, -0.54, -0.75], [-1.16, -0.12, 0.72], [-0.20, 0.05, 0.23], [0.67, 1.01, 0.56], [0.28, -4.14, -0.35], [-1.94, 1.35, -1.24], [0.41, -0.25, 0.53], [-0.38, 1.71, 0.92], [1.30, 0.93, 0.35], [-0.77, 1.43, 1.73], [-0.02, 0.40, 0.11], [0.36, 0.20, -0.05], [-0.62, 0.38, 0.41], [0.70, -0.49, -0.17], [-0.27, 0.63, -0.01], [0.01, 0.15, 0.32], [0.04, -0.17, -0.23], [-0.31, -0.32, 0.49], [0.69, -0.06, -0.12], [-0.59, -0.45, -0.73], [0.07, 0.12, -0.53], [0.29, 0.09, -0.04], [-0.45, 0.56, 0.39], [-0.34, 0.31, -0.57], [0.08, -0.39, -0.34], [0.33, -0.43, -0.53], [-0.07, -0.70, -0.07], [0.13, -0.24, -0.80], [-1.58, 2.44, 0.94], [1.12, -0.23, -1.32], [-0.10, -0.45, -0.01], [-0.78, -2.25, -0.10], [0.88, 1.97, 0.75], [1.39, -0.70, 0.65], [-1.68, 2.31, 1.17], [0.15, -0.74, -0.89], [-0.27, 0.02, 0.35], [1.18, 0.90, -0.45], [-1.79, -0.13, 1.24], [0.16, -0.48, -0.13], [0.23, -0.16, -0.17], [0.48, -1.10, -0.24], [-0.30, -0.34, 0.24], [0.67, 0.06, -0.93], [-0.29, 0.43, -0.30], [-0.01, 0.40, -0.05], [0.31, -0.10, -0.07], [-0.18, -0.52, -0.09], [0.16, -0.15, -0.62], [0.48, -0.62, 0.17], [0.21, 0.25, 0.11], [-0.69, -0.18, -0.14], [0.01, -0.44, -0.08], [-0.50, -0.28, 0.36], [0.71, 0.22, -0.09], [0.37, -0.32, -0.03], [-0.28, 0.03, -0.18], [0.20, 1.17, -0.10], [0.27, 1.27, -0.57], [-1.45, -0.29, 0.24], [0.43, 0.43, -0.91], [-0.14, -0.37, -0.46], [-1.19, 0.46, -2.23], [4.49, -0.13, 4.36], [-2.35, 0.36, -2.05], [0.82, -1.24, 1.85], [0.85, -1.21, -0.36], [1.09, -0.33, 0.48], [-0.27, 0.30, 0.34], [-0.12, -0.54, -0.22], [0.25, -1.05, 0.25], [0.33, 0.25, -0.52], [-0.29, 0.25, 0.06], [-0.02, -0.28, 0.41], [-0.18, -0.26, 0.34], [0.09, 0.24, 0.01], [-0.11, -0.07, 0.44], [-0.53, -0.03, -0.67], [0.38, 0.13, -0.15], [-0.64, 0.00, -0.07], [0.00, -0.06, -0.03], [-0.55, 0.46, 0.14], [-0.09, 0.11, 0.29], [-0.74, -0.03, 0.04], [-0.62, 0.52, -0.18], [-0.16, -0.30, -0.70], [-1.67, -1.97, 1.26], [0.33, 0.28, -0.28], [-1.28, -0.22, -0.27], [-0.47, 0.04, -0.16], [-0.67, 1.62, -0.93], [1.66, 0.37, -0.46], [-0.94, -0.94, 0.68], [1.30, -0.38, 1.49], [1.70, 0.03, -0.11], [-1.60, 0.09, 1.14], [1.26, -0.93, 0.98], [0.03, 0.36, 0.07], [-0.10, 0.59, -0.62], [0.76, -0.01, -0.43], [0.20, 0.21, -0.02], [-0.01, -0.21, -0.52], [0.04, 0.37, 0.29], [0.02, -0.17, 0.07], [-0.14, 0.39, -0.65], [-0.54, -0.51, 0.06], [0.17, -0.71, 0.70], [-0.53, 0.64, 0.18], [-0.46, 0.41, -0.80], [0.35, -0.28, -0.38], [0.53, -0.32, 0.21], [0.52, 0.29, -0.37], [-0.91, 0.28, -0.15], [-0.15, 0.48, -0.47], [0.58, 0.15, -0.52], [1.27, 0.08, -1.07], [1.41, -0.88, -3.64], [0.06, 0.91, -0.01], [-0.62, 0.47, -0.31], [0.54, 1.19, -1.01], [-1.59, 1.92, 3.22], [-3.92, -5.82, 2.80], [1.72, 4.00, -1.44], [1.65, -1.11, -0.85], [1.75, -1.77, 0.88], [0.21, -0.42, 2.39], [0.66, 0.04, 0.37], [-0.34, -0.07, 0.38], [-1.30, 0.90, 0.11], [0.26, -0.23, 0.23], [0.14, -0.24, -0.01], [0.04, -0.21, -0.48], [0.04, -0.69, -0.11], [0.19, 0.53, 0.15], [-0.35, -0.79, 0.22], [-0.69, 0.29, 0.14], [-0.60, 0.12, -0.11], [-0.37, 0.65, 0.15], [-0.09, 0.41, 0.02], [-0.18, 0.25, -0.48], [-0.29, 0.63, -0.32], [-0.02, 0.40, -0.63], [-0.03, -0.10, -0.21], [0.55, -0.15, -0.51], [-2.98, -0.23, 0.78], [1.98, 0.95, -0.91], [-0.82, -0.67, 1.30], [0.33, 0.10, -0.19], [0.18, 0.19, -3.20], [0.64, 2.83, 1.32], [-3.66, -3.71, -2.39], [2.12, 1.43, 1.84], [1.34, 0.91, -1.41], [-0.14, -1.93, 0.79], [-0.37, 0.83, -1.25], [0.21, 0.63, 0.30], [0.63, -0.37, 0.33], [-0.14, -0.39, -1.00], [0.51, 0.42, 0.16], [0.29, 0.60, -0.37], [0.05, 0.17, 0.23], [-0.24, -0.79, -0.08], [0.35, -0.52, 0.91], [-0.14, 0.03, 0.83], [0.08, -0.18, 0.62], [-0.49, 0.48, 0.54], [0.16, -0.48, -0.10], [-0.14, 0.17, -0.15], [0.11, 0.04, 0.01], [0.10, 0.05, -0.30], [0.26, 0.30, 0.56], [0.44, -0.48, 0.37], [-0.64, -0.31, 0.62]],
  "mulliken_spin": [0.00, 0.00, 0.00, 0.00, 0.00, 0.00, 0.00, 0.00, 0.00, 0.00, 0.00, 0.00, 0.00, 0.00, 0.00, 0.00, 0.00, 0.00, 0.00, 0.00, 0.00, 0.00, 0.00, 0.00, 0.00, 0.00, 0.00, 0.00, 0.00, 0.00, 0.00, 0.00, 0.00, 0.00, 0.00, 0.00, 0.00, 0.00, 0.00, 0.00, 0.00, 0.00, 0.00, 0.00, 0.01, 0.00, 0.00, 0.00, 0.00, 0.02, 0.00, 0.00, 0.00, 0.00, -0.01, 0.00, 0.00, 0.00, 0.00, 0.00, 0.00, -0.01, 0.00, 0.00, 0.00, 0.00, 0.00, 0.00, 0.00, 0.00, 0.00, 0.00, 0.00, 0.00, 0.00, 0.00, 0.00, 0.00, 0.00, 0.00, 0.00, 0.00, 0.00, 0.00, 0.00, 0.00, 0.00, 0.00, 0.00, 0.00, -0.01, 0.01, 0.01, 0.00, 0.00, 0.00, 0.00, 0.00, 0.00, 0.00, 0.00, 0.00, 0.00, 0.00, -0.01, 0.00, 0.00, 0.00, 0.00, 0.00, -0.03, 0.00, 0.00, 0.00, -0.01, 0.02, 0.00, 0.00, 0.02, 0.00, 0.00, 0.00, 0.00, 0.00, 0.01, 0.00, 0.00, -0.01, -0.01, 0.00, 0.00, 0.00, 0.04, -0.07, 0.04, -0.02, 0.07, -0.05, 0.54, 0.50, -0.02, 0.02, -0.02, -0.01, 0.01, 0.00, -0.01, 0.00, 0.00, 0.00, 0.00, -0.05, 0.00, 0.00, 0.02, 0.00, 0.00, 0.00, 0.02, 0.00, -0.01, 0.01, 0.00, 0.03, -0.02, 0.07, -0.04, 0.36, 0.54, 0.03, 0.00, 0.02, 0.00, 0.00, 0.00, 0.00, 0.00, 0.00, 0.00, 0.01, 0.00, 0.00, 0.01, 0.00, -0.01, 0.01, 0.00, 0.00, 0.00, -0.01, 0.02, -0.01, 0.05, -0.03, 0.04, -0.02, 0.40, 0.52, 0.02, 0.03, 0.03, -0.03, 0.02, 0.02, -0.02, 0.01, 0.00, 0.00, 0.00, 0.00, 0.00, 0.00, 0.00, 0.00, 0.00, 0.00, -0.03, 0.02, 0.01, 0.01, -0.02, 0.01, -0.02, 0.01, -0.03, 0.45, 0.50, 0.02, 0.04, 0.03, 0.00, 0.01, 0.01, 0.00, -0.01, 0.00, 0.00, 0.00, 0.00, 0.00, 0.00, 0.00, 0.00, 0.00, 0.00, 0.00, -0.01, 0.00, 0.01, 0.06, 0.01, -0.02, 0.02, -0.02, 0.37, 0.45, 0.02, 0.00, -0.01, 0.01, 0.00, 0.00, 0.01, -0.01, 0.00, -0.01, -0.01, 0.00, -0.02, 0.00, 0.03, 0.00, -0.01, 0.05, 0.00, 0.02, 0.00, -0.01, 0.00, 0.05, 0.00, 0.05, -0.04, 0.36, 0.53, 0.05, 0.00, 0.02, -0.01, -0.03, 0.03, 0.01, 0.00, -0.01, 0.00, -0.01, 0.00, 0.00, 0.00, 0.00, 0.01, 0.00, 0.00, 0.01, -0.01, 0.00],
  "gap_ev": [8.199, 7.598],
  "multiplicity": 7,
  "e_tot_ev": -126693.42454,
  "charge": 0,
  "e_homo_ev": [-7.66, -7.79]
}